(1)
3 unconnected molecules or ions with the total composition C3H8O, computed with ωB97M-V/def2-TZVPD.

XYZ file:
```
12
Properties=species:S:1:pos:R:3:forces:R:3:mulliken_charge:R:1
O 1.680066 1.151601 -0.784273 0.25 -0.35 0.45 -0.396
C 2.030103 0.409153 0.098596 -0.09 0.30 -0.31 -0.191
C -1.740876 0.132569 -0.254065 0.06 -0.08 -0.17 -0.667
C -1.053230 -0.478565 -1.213432 -0.10 0.08 0.12 -0.412
H 2.533804 0.783481 1.010574 -0.04 0.00 -0.10 0.264
H -0.077636 -0.332541 1.696919 0.06 -0.01 0.12 -0.250
H 1.866942 -0.684748 0.053903 -0.02 0.12 -0.08 0.312
H -1.558911 1.175726 -0.004620 0.00 -0.15 -0.05 0.289
H -0.276184 0.042557 -1.766813 -0.15 -0.09 0.07 0.285
H 0.340614 -0.299764 2.313331 -0.05 -0.01 -0.01 0.258
H -1.233109 -1.520449 -1.468326 -0.02 0.14 0.05 0.224
H -2.511588 -0.379015 0.318210 0.10 0.06 -0.11 0.285
```
Positions in Å, forces in eV/Å.

Kohn-Sham gap, hartree: 0.404
Net charge: 0
Calculated total energy, eV: -5285.501
F_max, eV/A: 0.62
LUMO, eV: 0.86
2S+1: 1
SMILES: [H][H].C=C.C=O

***

(2)
C3H8O in the gas phase in a non-equilibrium geometry, computed with ωB97M-V/def2-TZVPD.

XYZ file:
```
12
Properties=species:S:1:pos:R:3:forces:R:3:mulliken_charge:R:1
O 1.815281 -0.775408 -0.042908 -2.89 1.25 -3.98 -0.512
C -1.239621 -0.624105 0.172051 -0.21 -0.88 -1.26 -0.818
C -0.318586 0.521896 -0.296893 -0.81 0.87 1.08 -0.585
C 1.065402 0.464865 0.309387 1.34 -0.79 -1.41 -0.485
H -0.734211 1.464899 0.117109 0.05 -0.31 -0.15 0.295
H -0.288063 0.753059 -1.384581 0.06 -0.73 0.47 0.342
H -0.993593 -1.585205 -0.414074 -0.33 1.26 1.21 0.233
H 1.580957 1.375118 -0.023077 0.39 -0.30 -0.21 0.262
H 1.147535 0.481994 1.361808 -0.64 0.02 1.33 0.367
H -2.325278 -0.410180 -0.040527 1.09 -0.12 0.29 0.314
H 1.382079 -0.900488 -1.024988 2.12 -0.14 3.46 0.330
H -1.091904 -0.766447 1.266693 -0.18 -0.13 -0.84 0.258
```
Positions in Å, forces in eV/Å.

Kohn-Sham gap, hartree: 0.411
Net charge: 0
Calculated total energy, eV: -5287.254
F_max, eV/A: 5.07
LUMO, eV: 0.98
2S+1: 1
SMILES: CCCO